8
Properties=species:S:1:pos:R:3:forces:R:3 method="wB97M-V/def2-TZVPD" e_homo_ev=-10.191 energy_ha=-688.28944 gap_ha=0.370 lumo_energy_ev=-0.13 relative_energy_kcal_mol=73.7
C 0.12543 0.67824 0.49281 -0.62 -2.79 2.02
O -0.98427 -0.42051 0.86546 -0.89 8.30 -0.99
O 0.09429 0.42839 -2.18707 0.66 -1.47 2.23
F 0.06563 -1.76117 -0.55618 1.44 1.02 -1.96
S 0.81039 -0.29140 -1.09764 -0.25 -0.39 0.03
H -0.11127 1.48042 -0.25503 -1.35 -0.30 1.66
H 0.67355 1.11393 1.60389 -1.17 -1.71 -3.89
H -0.67374 -1.22790 1.13376 2.19 -2.67 0.91

7
Properties=species:S:1:pos:R:3:forces:R:3 method="wB97M-V/def2-TZVPD" smiles=CSOF e_homo_ev=-9.849 energy_ha=-613.02720 gap_ha=0.364 lumo_energy_ev=0.06 relative_energy_kcal_mol=96.1
C 0.13781 0.17024 0.00047 0.38 2.71 -1.24
S 1.68484 1.04470 -0.43923 1.19 -2.31 0.68
O 2.70193 -0.41146 -0.23891 -1.81 1.55 -2.84
F 3.37581 -0.46717 0.94679 0.72 0.36 2.05
H 0.48329 -0.63768 0.52394 0.58 -2.05 1.58
H -0.33885 -0.15143 -0.90773 -0.54 0.08 -0.13
H -0.39698 0.87903 0.62650 -0.51 -0.33 -0.10

9
Properties=species:S:1:pos:R:3:forces:R:3 method="wB97M-V/def2-TZVPD" e_homo_ev="-8.800 / -8.801" energy_ha=-1127.09549 gap_ha="0.252 / 0.252" lumo_energy_ev="-1.94 / -1.93" relative_energy_kcal_mol=61.4
C 0.04165 -0.00782 -0.05873 3.40 -1.92 0.20
O 1.73607 0.68931 -2.25253 0.19 0.22 -0.96
O 2.41498 1.23715 0.29077 -1.50 -0.91 -1.15
P 1.72076 0.33316 -0.85876 0.63 -1.39 3.98
I 4.27874 1.73433 0.14906 1.30 0.56 -0.04
I 3.74297 -2.12385 0.04018 -1.37 1.34 -0.66
H -0.24036 1.00215 0.03394 -1.13 0.93 0.79
H -0.32988 -0.50787 -0.88638 -1.69 -0.62 -1.66
H 0.07668 -0.80300 0.75141 0.16 1.80 -0.50

7
Properties=species:S:1:pos:R:3:forces:R:3 method="wB97M-V/def2-TZVPD" e_homo_ev=-9.172 energy_ha=-976.49888 gap_ha=0.306 lumo_energy_ev=-0.85 relative_energy_kcal_mol=113.4
C -0.50031 -0.20370 -0.10649 -0.61 -3.99 0.81
P 1.30327 0.01376 -0.16326 0.24 -0.11 -0.12
I -1.29274 -0.33293 -2.06996 0.01 0.17 0.17
I -1.70488 0.82558 1.29084 0.19 -0.12 -0.24
H -0.54432 -1.99189 0.36890 0.09 3.77 -0.81
H 1.46624 0.31627 1.19488 0.07 -0.04 0.32
H 1.27274 1.37290 -0.51491 0.01 0.32 -0.13

9
Properties=species:S:1:pos:R:3:forces:R:3 method="wB97M-V/def2-TZVPD" smiles="CSP(=S)(I)I" e_homo_ev=-8.984 energy_ha=-1773.03710 gap_ha=0.269 lumo_energy_ev=-1.66 relative_energy_kcal_mol=17.2
C -1.01870 -1.11969 0.51852 3.12 -1.94 -0.70
S -0.78015 0.55278 0.96205 0.47 1.79 -0.68
P 0.73097 1.08026 -0.53215 -1.33 -0.39 -2.32
S 0.35038 0.96856 -2.68197 0.66 0.04 4.09
I 2.46629 -0.36895 0.37587 0.31 0.18 -0.41
I 1.26782 3.30479 0.26012 -0.07 -0.31 -0.14
H -1.06099 -1.20078 -0.55747 -0.28 0.07 -0.49
H -1.94963 -1.49818 0.88892 -0.18 -0.32 0.66
H -0.00599 -1.71880 0.76611 -2.70 0.88 0.01

7
Properties=species:S:1:pos:R:3:forces:R:3 method="wB97M-V/def2-TZVPD" smiles="N/C=N/I" e_homo_ev=-9.333 energy_ha=-447.00079 gap_ha=0.304 lumo_energy_ev=-1.05 relative_energy_kcal_mol=26.8
N -0.26966 -0.41589 0.44000 2.87 -1.90 -4.93
C 0.80876 -0.47484 -0.72992 1.53 0.53 0.29
N 1.12408 -0.60800 -2.01555 -2.26 0.38 2.59
I 3.17573 -0.06240 -2.62088 -1.61 -0.57 0.94
H 0.23255 0.21028 1.04441 -1.04 0.52 0.25
H -1.18630 -0.30738 0.06798 -0.75 0.77 0.45
H 1.63522 -0.28501 -0.09421 1.26 0.27 0.41